Record 1
The following is a quantum chemistry calculation of one molecule with the formula C3H5N3, from OMol25.

E_tot: -7659.3234 eV
Max |F|: 0.80 eV/A
Gap between HOMO and LUMO: 8.533 eV
Net charge: 0

Positions of all 11 atoms, in Å:
C 0.676 -1.589 -0.417
C 0.187 -0.331 -0.363
N 0.658 0.536 0.611
N -0.428 1.352 1.004
N -1.295 1.366 -0.064
C -0.967 0.416 -0.875
H 1.204 0.048 1.314
H 0.966 -2.030 0.532
H 0.763 -2.205 -1.296
H -0.130 2.295 1.238
H -1.632 0.142 -1.685

Record 2
The following is a quantum chemistry calculation of one molecule with the formula C5H11IOS at a distorted geometry, from OMol25.

E_tot: -26341.3106 eV
Max |F|: 6.91 eV/A
Gap between HOMO and LUMO: 7.494 eV
Net charge: 0

Positions of all 19 atoms, in Å:
C -0.283 -0.844 -1.908
C -0.294 -2.063 0.215
C 0.647 2.854 1.123
C -0.518 -0.680 -0.465
C 0.409 0.245 0.254
O -1.073 2.271 -0.768
S 0.741 1.779 -0.431
I 2.677 -0.012 -0.131
H 0.555 -1.592 -2.141
H -1.233 -1.090 -2.438
H 0.067 0.066 -2.379
H 0.639 -2.264 -0.166
H -0.420 -2.161 1.170
H -0.905 -2.700 -0.400
H 1.626 2.934 1.758
H -0.107 2.273 1.682
H 0.308 3.835 0.710
H -1.472 -0.123 -0.189
H -1.518 1.310 -1.108

Record 3
The following is a quantum chemistry calculation of C11H11Co2N2O6 as an isolated structure at a distorted geometry, from OMol25.

E_tot: -102091.6451 eV
Max |F|: 4.15 eV/A
Gap between HOMO and LUMO: 6.362 eV
Net charge: +1

Positions of all 32 atoms, in Å:
C 1.112 1.901 2.937
N 0.918 1.838 1.469
N 0.756 3.220 1.018
C -0.491 3.822 1.430
H 0.760 1.005 3.415
H 2.180 2.009 3.132
H 0.563 2.729 3.387
H 1.829 1.591 1.058
H 0.804 3.231 -0.003
H -0.603 4.703 0.797
H -1.376 3.173 1.334
H -0.430 4.200 2.458
O -2.682 -0.166 -3.804
C -1.884 -0.814 -3.270
Co -0.784 -1.951 -2.450
C -2.073 -2.633 -1.452
O -2.969 -3.163 -0.947
C -1.067 -2.958 -3.911
O -1.370 -3.656 -4.778
C 0.327 -0.324 -1.448
C 0.361 -0.034 -0.143
C -0.148 0.725 0.985
Co 0.777 -1.782 -0.487
C -0.207 -2.539 0.743
O -0.900 -2.905 1.594
C 2.362 -2.336 -0.081
O 3.433 -2.650 0.233
C 0.426 -3.307 -1.746
O 0.779 -4.392 -1.964
H 0.963 0.136 -2.217
H -0.218 0.054 1.871
H -1.145 1.273 0.837

Record 4
The following is a quantum chemistry calculation of C20H28F12KO12 as an isolated structure at a distorted geometry, from OMol25.

E_tot: -94691.1985 eV
Max |F|: 5.22 eV/A
2S+1: 2
Gap between HOMO and LUMO (spin up / spin down): 2.460 / 2.407 eV
Net charge: -2

Positions of all 73 atoms, in Å:
K -0.737 -0.225 -1.069
O 0.933 0.275 -3.287
C 2.258 -0.034 -2.959
C 3.287 -0.775 -3.974
O 2.764 -1.877 -4.668
H 2.239 -0.639 -2.053
H 2.708 0.904 -2.635
H 4.158 -1.081 -3.395
H 3.535 -0.150 -4.831
O -2.610 1.045 -3.594
C -3.195 1.759 -2.542
C -4.434 1.035 -1.950
O -4.677 -0.415 -2.109
H -3.428 2.815 -2.679
H -2.484 1.818 -1.718
H -5.343 1.482 -2.353
H -4.440 1.158 -0.867
C 0.381 3.427 -1.711
C 0.162 3.046 -0.285
O -0.141 4.265 0.417
C -0.871 4.342 1.473
O -1.345 3.384 2.104
C -1.119 5.845 1.786
F -2.219 5.944 2.538
F 0.033 6.347 2.339
F -1.369 6.571 0.656
H 0.833 4.412 -1.828
H -0.657 3.548 -2.021
H 0.815 2.692 -2.389
H 1.086 2.606 0.089
H -0.678 2.359 -0.177
C 5.472 -0.203 0.538
C 3.926 -0.297 0.628
O 3.404 0.088 1.886
C 2.045 0.323 2.039
O 1.224 0.351 1.114
C 1.619 0.552 3.445
F 2.744 0.630 4.213
F 0.983 1.676 3.610
F 0.913 -0.466 3.930
H 5.816 -0.935 1.268
H 5.899 0.719 0.934
H 5.856 -0.526 -0.430
H 3.753 -1.352 0.414
H 3.416 0.203 -0.195
C -3.658 -2.918 1.149
C -3.904 -1.398 0.897
O -3.652 -0.742 2.077
C -3.057 0.448 2.062
O -2.314 0.826 1.170
C -3.281 1.215 3.352
F -2.170 1.420 4.036
F -3.729 2.423 2.950
F -4.119 0.663 4.172
H -4.495 -3.251 1.762
H -2.696 -3.226 1.558
H -3.733 -3.577 0.283
H -4.898 -1.050 0.617
H -3.414 -1.051 -0.013
C 1.287 -4.968 -2.455
C 1.303 -3.655 -1.700
O 1.601 -3.919 -0.406
C 0.896 -3.366 0.596
O -0.053 -2.575 0.454
C 1.298 -3.875 1.990
F 0.231 -4.146 2.829
F 2.092 -4.885 1.834
F 2.016 -2.986 2.634
H 0.399 -5.459 -2.057
H 2.095 -5.614 -2.112
H 1.161 -4.878 -3.533
H 0.302 -3.246 -1.837
H 1.976 -2.857 -2.011